# C28H28F5N3PPd

A structure of composition C28H28F5N3PPd at a distorted geometry (the ωB97M-V functional and the def2-TZVPD basis, the OMol25 dataset).

Structure (ORCA input):
```
! RIJCOSX wB97M-V def2-TZVPD def2/J DEFGRID3
* xyz 3 5
Pd 0.391 1.019 0.395
N -0.002 -0.083 -3.485
C -1.130 -0.713 -3.251
C -2.006 -0.884 -4.406
C -3.258 -1.359 -4.221
C -3.671 -1.745 -2.922
C -2.761 -1.681 -1.811
C -1.470 -1.196 -1.927
P -0.394 -1.219 -0.430
C -1.180 -2.434 0.599
C -1.952 -2.058 1.691
C -2.504 -3.027 2.546
C -2.323 -4.373 2.251
C -1.600 -4.742 1.130
C -1.038 -3.783 0.295
C 1.201 -1.967 -0.859
C 2.244 -1.733 0.060
C 3.479 -2.297 -0.088
C 3.742 -3.057 -1.230
C 2.746 -3.294 -2.190
C 1.471 -2.768 -1.987
H 0.163 0.249 -4.448
H 0.766 0.016 -2.817
H -1.574 -0.569 -5.330
H -3.939 -1.478 -5.057
H -4.626 -2.212 -2.718
H -3.147 -2.089 -0.902
H -2.101 -1.010 1.893
H -3.083 -2.714 3.429
H -2.732 -5.096 2.929
H -1.448 -5.760 0.889
H -0.512 -4.083 -0.587
H 2.143 -1.039 0.896
H 4.224 -2.124 0.655
H 4.730 -3.491 -1.352
H 2.929 -3.875 -3.113
H 0.697 -2.934 -2.731
N 0.718 0.460 2.601
C 0.556 1.661 3.475
C -0.814 2.402 3.463
C -1.140 3.434 2.405
C -2.086 3.096 1.267
N -1.769 1.735 0.670
H 0.065 -0.257 2.931
H 1.656 0.090 2.730
H 1.311 2.382 3.210
H 0.728 1.318 4.521
H -0.791 2.983 4.390
H -1.634 1.699 3.613
H -0.195 3.804 1.965
H -1.554 4.325 2.911
H -1.965 3.850 0.491
H -3.134 3.074 1.585
H -2.238 1.641 -0.260
H -2.199 1.057 1.307
F 0.175 3.783 -1.073
C 1.469 3.719 -0.695
C 1.844 2.641 0.086
C 3.165 2.742 0.483
F 3.657 1.812 1.250
C 4.097 3.758 0.005
F 5.316 3.699 0.364
C 3.675 4.757 -0.887
F 4.549 5.560 -1.419
C 2.287 4.747 -1.191
F 1.777 5.632 -1.995
*
```

max |F|	2.67	eV Å⁻¹
<S²>	6.053
highest occupied orbital energy (alpha / beta)	-16.84 / -17.07	eV
Kohn-Sham gap (alpha / beta)	8.85 / 5.12	eV
DFT total energy	-2215.4801	hartree
LUMO (alpha / beta)	-7.990 / -11.952	eV

# C28H28N3PPtSSe2

A structure of composition C28H28N3PPtSSe2 (the ωB97M-V functional and the def2-TZVPD basis, the OMol25 dataset).

Structure (ORCA input):
```
! RIJCOSX wB97M-V def2-TZVPD def2/J DEFGRID3
* xyz 0 1
Pt 0.440 -0.509 -0.187
Se 0.255 2.038 -0.089
P -1.549 3.322 0.163
Se -3.480 2.569 0.636
C -1.016 4.406 1.545
C -0.495 3.738 2.654
C -0.166 4.422 3.810
C -0.346 5.796 3.884
C -0.864 6.470 2.791
C -1.204 5.781 1.635
C -1.668 4.192 -1.450
C -2.059 5.513 -1.637
C -2.249 6.024 -2.914
C -2.073 5.218 -4.026
C -1.704 3.892 -3.851
C -1.503 3.387 -2.578
H -0.342 2.668 2.603
H 0.237 3.879 4.656
H -0.089 6.334 4.787
H -1.012 7.541 2.833
H -1.617 6.347 0.819
H -2.248 6.168 -0.804
H -2.548 7.058 -3.032
H -2.231 5.616 -5.020
H -1.567 3.247 -4.710
H -1.201 2.356 -2.452
C -2.324 -0.766 -1.100
N -1.495 -1.235 0.039
C -2.068 -0.710 1.299
C -1.532 -2.739 0.053
C -0.175 -3.329 -0.201
C -0.011 -4.696 -0.378
C 1.263 -5.230 -0.511
C 2.363 -4.388 -0.443
C 2.193 -3.019 -0.292
C 0.920 -2.454 -0.193
H -3.345 -1.146 -0.991
H -1.893 -1.149 -2.024
H -2.356 0.317 -1.114
H -3.082 -1.097 1.431
H -2.110 0.376 1.248
H -1.439 -1.029 2.128
H -2.262 -3.079 -0.683
H -1.905 -3.051 1.030
H -0.879 -5.347 -0.408
H 1.395 -6.295 -0.654
H 3.363 -4.799 -0.516
H 3.081 -2.393 -0.233
N 2.109 -0.132 -2.891
C 2.867 -0.008 -1.789
N 2.375 0.046 -0.581
C 3.371 0.196 0.380
C 3.161 0.299 1.749
C 4.263 0.444 2.570
C 5.555 0.494 2.043
C 5.769 0.402 0.680
C 4.663 0.253 -0.143
S 4.600 0.128 -1.885
H 1.150 -0.416 -2.734
H 2.544 -0.387 -3.759
H 2.152 0.264 2.137
H 4.122 0.525 3.639
H 6.400 0.610 2.707
H 6.768 0.449 0.268
*
```

max |F|	0.44	eV Å⁻¹
relative energy (zero: lowest compared OMol25 entry of this formula, charge and spin)	27.08	kcal per mole
highest occupied orbital energy	-7.32	eV
Kohn-Sham gap	7.47	eV
DFT total energy	-6909.8545	hartree
LUMO	0.150	eV

# C28H28N3RuS2

A structure of composition C28H28N3RuS2 (the ωB97M-V functional and the def2-TZVPD basis, the OMol25 dataset).

Structure (ORCA input):
```
! RIJCOSX wB97M-V def2-TZVPD def2/J DEFGRID3
* xyz 0 6
Ru 0.158 0.152 -0.255
C -1.040 0.394 2.991
N -1.202 1.190 1.767
C -0.815 2.602 2.024
C 0.294 3.200 1.143
N 1.331 2.244 0.783
C 2.182 1.914 1.933
C 2.144 2.670 -0.328
C 2.338 4.009 -0.637
C 3.111 4.389 -1.724
C 3.702 3.420 -2.518
C 3.527 2.080 -2.214
C 2.764 1.684 -1.116
S 2.595 -0.029 -0.753
C -2.533 1.070 1.207
C -3.628 0.746 2.002
C -4.896 0.605 1.461
C -5.084 0.797 0.101
C -4.010 1.140 -0.699
C -2.727 1.294 -0.168
S -1.423 1.785 -1.234
H -1.454 0.890 3.875
H 0.018 0.209 3.167
H -1.555 -0.556 2.876
H -0.507 2.680 3.069
H -1.691 3.241 1.907
H 0.714 4.050 1.700
H -0.138 3.575 0.222
H 2.688 2.811 2.312
H 2.926 1.181 1.632
H 1.586 1.489 2.739
H 1.879 4.784 -0.036
H 3.245 5.441 -1.939
H 4.291 3.709 -3.379
H 3.975 1.312 -2.830
H -3.501 0.604 3.068
H -5.727 0.350 2.106
H -6.067 0.672 -0.336
H -4.143 1.294 -1.762
N -0.311 -1.936 1.034
C 0.442 -3.116 0.780
C 1.093 -3.736 1.839
C 1.818 -4.898 1.641
C 1.887 -5.449 0.371
C 1.256 -4.816 -0.686
C 0.527 -3.638 -0.515
C -0.048 -2.939 -1.690
C -0.515 -3.690 -2.775
C -0.875 -3.084 -3.965
C -0.742 -1.710 -4.101
C -0.315 -0.952 -3.019
C -0.010 -1.543 -1.793
H -0.448 -1.829 2.027
H -1.200 -1.949 0.544
H 1.029 -3.297 2.829
H 2.327 -5.366 2.473
H 2.444 -6.360 0.200
H 1.357 -5.221 -1.684
H -0.605 -4.767 -2.681
H -1.239 -3.683 -4.790
H -0.982 -1.231 -5.043
H -0.218 0.120 -3.149
*
```

max |F|	0.73	eV Å⁻¹
relative energy (zero: lowest compared OMol25 entry of this formula, charge and spin)	5.32	kcal per mole
<S²>	8.764
highest occupied orbital energy (alpha / beta)	-6.47 / -7.43	eV
Kohn-Sham gap (alpha / beta)	6.84 / 6.47	eV
DFT total energy	-2139.2096	hartree
LUMO (alpha / beta)	0.362 / -0.960	eV

# C28H29BN6OOsSi

A structure of composition C28H29BN6OOsSi at a distorted geometry (the ωB97M-V functional and the def2-TZVPD basis, the OMol25 dataset).

Structure (ORCA input):
```
! RIJCOSX wB97M-V def2-TZVPD def2/J DEFGRID3
* xyz 2 5
H -0.602 2.673 -0.470
N -0.035 1.504 -2.152
B 0.816 0.658 -4.381
N 0.598 1.795 -3.348
C 0.894 3.107 -3.373
Os -0.620 -0.644 -1.705
H 1.387 3.534 -4.234
C 0.453 3.680 -2.181
H 0.542 4.708 -1.879
C -0.136 2.643 -1.447
H 1.306 1.041 -5.397
C -1.437 -2.695 -0.764
H -1.659 -1.906 -0.094
H -0.847 -3.439 -0.241
H -2.346 -3.130 -1.155
N -0.598 0.033 -4.568
N 1.670 -0.420 -3.668
N -1.273 -0.507 -3.387
N 1.243 -0.918 -2.418
C -1.373 -0.072 -5.654
C 2.773 -1.082 -4.040
H -1.017 0.284 -6.588
H 3.233 -0.879 -4.984
C -2.601 -0.682 -5.297
C 3.129 -1.994 -3.021
C -2.523 -0.942 -3.924
C 2.169 -1.841 -2.012
H -3.408 -0.896 -5.930
H 3.949 -2.662 -3.020
H -3.227 -1.392 -3.244
H 2.071 -2.323 -1.056
H -0.728 -2.408 -1.792
O -0.265 0.037 0.099
Si -0.111 0.046 1.732
C 1.342 -1.019 2.178
C 1.186 -2.202 2.913
C 2.307 -2.872 3.422
C 3.593 -2.395 3.146
C 3.754 -1.279 2.315
C 2.632 -0.621 1.797
C 0.103 1.816 2.293
C -0.880 2.440 3.079
C -0.762 3.791 3.430
C 0.357 4.527 3.025
C 1.356 3.903 2.268
C 1.225 2.558 1.900
C -1.660 -0.585 2.541
C -2.872 -0.575 1.840
C -4.049 -1.013 2.459
C -4.026 -1.440 3.791
C -2.819 -1.442 4.499
C -1.640 -1.014 3.874
H 0.186 -2.594 3.106
H 2.169 -3.758 4.043
H 4.467 -2.894 3.569
H 4.753 -0.914 2.071
H 2.765 0.209 1.101
H -1.748 1.866 3.411
H -1.547 4.265 4.021
H 0.452 5.579 3.300
H 2.239 4.463 1.955
H 2.007 2.085 1.304
H -2.903 -0.221 0.805
H -4.981 -1.013 1.893
H -4.948 -1.767 4.276
H -2.786 -1.775 5.538
H -0.700 -1.025 4.431
*
```

max |F|	9.91	eV Å⁻¹
<S²>	6.034
highest occupied orbital energy (alpha / beta)	-12.99 / -13.97	eV
Kohn-Sham gap (alpha / beta)	7.29 / 3.69	eV
DFT total energy	-1892.5664	hartree
LUMO (alpha / beta)	-5.705 / -10.281	eV

What is the DFT total energy in the first record?
-2215.4801 hartree

The lowest max |F| belongs to which entry?
C28H28N3PPtSSe2